# 1
C28H88N6O16 | ωB97M-V/def2-TZVPD

The calculation puts the gap between HOMO and LUMO at 9.61 eV. The calculation puts the LUMO energy at 0.26 eV. For the highest occupied orbital energy, the calculation gives -9.3 eV.

XYZ file:
```
138
Properties=species:S:1:pos:R:3:forces:R:3
C -1.2515 4.8062 3.5868 -1.376 -0.149 -0.917
O -0.6593 3.8143 2.7651 0.695 -0.147 0.182
H -1.6845 5.6576 3.0617 0.877 0.403 -0.576
H -2.2122 4.3753 3.8689 0.254 -0.212 1.367
H -0.5664 5.1523 4.3607 -0.337 -0.264 0.143
H -0.6847 4.0145 1.8265 -0.025 0.386 -0.424
C 0.0889 5.6659 -0.8065 -0.615 -1.009 -0.599
O -0.5114 4.4180 -0.3059 0.636 1.726 0.109
H -0.3900 6.5216 -0.3305 0.392 -0.265 0.537
H 1.1787 5.6534 -0.7944 0.016 0.086 0.805
H -0.1040 5.8509 -1.8632 -0.502 -0.452 -0.282
H -0.4633 3.7458 -0.9896 0.085 -0.100 -0.368
C -3.2827 -2.0498 -0.6563 -0.281 -0.518 0.564
O -3.1840 -2.8714 0.5120 0.363 -0.453 -0.777
H -2.4723 -2.2830 -1.3469 0.254 0.112 0.370
H -4.1971 -2.3208 -1.1841 -0.209 0.375 -0.059
H -3.2526 -1.0019 -0.3579 -0.075 0.073 -0.363
H -3.9066 -2.6740 1.1125 -0.685 0.565 0.186
C -0.4957 -4.0563 1.5462 0.513 0.181 0.850
O -1.3808 -3.2681 2.3193 0.767 -0.240 0.152
H -0.5639 -5.0978 1.8606 -0.151 -0.161 -0.361
H -0.6220 -3.9128 0.4731 -0.220 -0.124 0.019
H 0.5227 -3.7600 1.7974 0.141 0.240 -0.036
H -2.2126 -3.2890 1.8405 -0.306 0.382 -0.261
C 1.2810 2.5483 -3.1449 2.339 -0.658 0.617
O -0.0289 2.7699 -2.7554 -1.003 0.524 -0.494
H 1.8319 3.4723 -3.3206 -0.073 0.230 -0.107
H 1.7763 2.0761 -2.2965 0.171 -0.167 -0.044
H 1.4225 1.9009 -4.0103 -0.348 -0.116 -0.113
H -0.3335 3.3196 -3.4811 -1.050 0.097 0.179
C 0.5110 -1.1557 4.3613 -0.979 -1.021 1.079
O -0.3340 -2.2933 4.6851 1.077 0.742 0.242
H -0.0999 -0.3520 3.9502 0.339 0.056 -0.246
H 0.9067 -0.8370 5.3256 -0.064 0.252 -0.019
H 1.3900 -1.4145 3.7711 -0.166 -0.026 -0.473
H -0.7102 -2.6617 3.8824 -0.255 -0.001 -0.478
C 4.1377 0.6176 1.6294 0.295 1.746 0.225
O 3.4752 0.0361 2.7251 -0.026 -0.964 0.067
H 3.8332 0.2656 0.6439 -0.045 -0.360 0.042
H 3.9289 1.6853 1.6981 -0.006 0.209 -0.509
H 5.2193 0.5750 1.7577 0.019 -0.564 -0.071
H 2.7434 0.6081 2.9676 -0.398 0.137 0.237
C 3.1235 -1.4879 -3.9667 0.189 -0.549 -4.324
O 3.1887 -1.0241 -5.0966 -0.826 0.744 -1.368
N 3.6975 -0.9283 -2.9878 1.996 2.699 4.254
N 2.6294 -2.6850 -3.7417 -1.747 -2.983 0.714
H 4.1865 -0.0713 -3.2037 -0.015 -0.325 0.367
H 3.7283 -1.3995 -2.0950 0.330 0.449 0.375
H 2.7561 -3.1240 -2.8409 -0.235 0.024 -0.214
H 2.1277 -3.1545 -4.4819 0.273 0.131 0.266
C 3.5171 -3.0497 0.4468 1.267 0.288 -2.963
O 3.8136 -2.3252 -0.4990 -0.129 0.559 -0.846
N 3.4437 -4.3451 0.3723 -0.285 -4.009 -1.789
N 3.3465 -2.6849 1.6413 -1.047 3.105 5.219
H 3.6235 -4.7443 -0.5379 0.004 -0.421 0.540
H 3.3600 -4.8747 1.2281 0.123 -0.388 -0.761
H 3.3521 -1.6951 1.8420 -0.140 0.059 0.655
H 2.9613 -3.3352 2.3113 0.120 0.604 0.099
C -5.2055 -0.4698 2.4711 2.287 -1.122 -1.185
O -5.0734 -1.6236 2.2536 0.574 -5.094 -0.749
N -6.2961 0.0973 2.7072 -6.701 3.456 1.896
N -4.2411 0.3871 2.3846 4.729 3.138 -0.185
H -6.1910 1.0257 3.0909 -0.998 -0.215 -0.024
H -7.1829 -0.3855 2.7313 0.380 0.104 0.119
H -4.3998 1.3841 2.3569 0.166 -0.319 -0.058
H -3.2818 0.0893 2.2789 -0.299 -0.091 -0.009
C -1.0801 -1.5432 -4.4286 0.489 -0.498 0.515
C -2.0344 -2.5886 -4.9868 1.059 -0.309 -0.259
C -3.2132 -2.9022 -4.1070 -0.914 0.685 -0.021
O -2.4656 -2.1634 -6.2392 -1.646 0.865 -1.396
H -0.1790 -1.3588 -5.0135 -0.042 -0.334 -0.509
H -0.6858 -1.9027 -3.4782 -0.161 0.350 0.405
H -1.5585 -0.5669 -4.3505 -0.285 -0.149 0.355
H -1.5786 -3.5455 -5.2411 0.817 -0.271 0.851
H -3.7952 -2.0111 -3.8714 0.186 0.431 0.047
H -2.9453 -3.3334 -3.1424 0.146 -0.297 -0.320
H -3.9417 -3.5038 -4.6505 0.275 -0.472 0.088
H -1.7251 -2.0414 -6.8378 0.132 -0.031 0.181
C 0.8011 -0.7562 -0.4863 -0.904 0.228 -0.318
C -0.4703 0.0040 -0.0713 -0.144 0.949 -0.152
C -0.2001 1.1798 0.8461 0.917 -0.037 0.510
O -1.2186 0.5311 -1.2108 0.009 -1.143 0.569
H 0.5126 -1.6695 -1.0065 -0.013 -0.125 -0.031
H 1.4131 -1.0411 0.3695 0.013 0.211 -0.004
H 1.3616 -0.1652 -1.2106 0.325 0.094 0.152
H -1.1099 -0.6876 0.4772 -0.351 -0.074 -0.349
H -1.0420 1.8156 1.1201 -0.348 -0.427 -0.204
H 0.5407 1.8578 0.4224 0.192 0.061 -0.273
H 0.2502 0.8023 1.7642 -0.002 0.038 0.248
H -0.6347 1.0749 -1.7446 0.269 0.182 -0.169
C -0.1945 -5.0362 -2.1208 -0.417 -0.537 -0.488
C 0.4751 -6.0290 -1.1486 -1.887 0.866 1.296
C -0.6005 -6.7927 -0.3176 -0.097 0.565 -0.061
O 1.2288 -6.9867 -1.8086 0.783 -0.680 -0.475
H -1.1027 -4.5684 -1.7407 0.166 0.125 0.446
H -0.5546 -5.5930 -2.9858 0.080 -0.202 -0.146
H 0.4537 -4.2536 -2.5150 0.251 0.028 0.201
H 1.0876 -5.4373 -0.4684 0.230 -0.052 0.238
H -1.2851 -6.1383 0.2221 -0.099 0.414 -0.675
H -0.2480 -7.3699 0.5372 0.698 -0.455 -0.506
H -1.1944 -7.4049 -0.9963 0.083 -0.200 0.092
H 2.0142 -6.5671 -2.1673 0.071 -0.058 -0.175
C 5.2036 3.3324 -0.9153 -1.707 0.218 0.237
C 3.9223 4.2792 -0.7260 0.908 -1.001 0.035
C 3.2183 4.2336 0.6488 -0.311 -0.396 -0.630
O 4.3291 5.5816 -0.9302 0.902 2.368 0.360
H 5.8881 3.4093 -0.0705 -0.092 0.182 0.005
H 5.7304 3.5870 -1.8349 -0.031 0.238 0.013
H 4.9136 2.2877 -1.0277 -0.108 -0.126 0.158
H 3.2078 4.1717 -1.5421 -0.381 -1.266 0.146
H 3.8762 4.0253 1.4926 0.105 -0.041 -0.168
H 2.4083 3.5053 0.6093 0.194 -0.452 0.172
H 2.6700 5.1502 0.8664 0.384 0.302 -0.234
H 4.6802 5.6778 -1.8185 0.089 -0.017 -0.015
C 2.3281 3.8792 4.8230 -0.319 -0.529 0.523
C 1.6967 2.5026 5.1846 1.833 1.953 -0.328
C 0.7026 2.6270 6.2723 -1.172 0.235 1.115
O 1.1948 1.9372 4.0146 0.549 -1.895 -0.343
H 2.6506 4.3363 5.7585 -0.274 0.495 -0.090
H 1.5725 4.4384 4.2713 0.135 0.465 0.204
H 3.2302 3.8162 4.2144 -0.143 -0.378 -0.213
H 2.5538 1.9764 5.6049 -0.093 -0.977 -0.538
H 1.0725 3.1931 7.1271 0.305 0.210 -0.123
H 0.4042 1.6808 6.7237 -0.106 -0.241 -0.429
H -0.1896 3.1500 5.9281 -0.176 -0.042 -0.052
H 0.6375 2.5363 3.5124 -0.366 0.660 0.036
C -3.7875 1.3613 -3.1660 0.303 -1.365 -0.593
C -4.4999 2.0462 -2.0544 0.752 -0.405 1.425
C -5.3868 1.0345 -1.2883 -0.818 0.530 -0.862
O -3.4964 2.5322 -1.1600 -0.169 0.833 0.227
H -3.2441 0.5426 -2.6941 0.190 -0.204 -0.001
H -3.0181 1.9334 -3.6844 -0.346 0.411 -0.089
H -4.4540 0.8593 -3.8672 -0.091 0.289 -0.250
H -5.0420 2.9226 -2.4095 -0.306 -0.064 0.212
H -5.5927 1.2776 -0.2459 0.183 0.420 -0.102
H -5.0390 0.0015 -1.2992 0.345 0.163 -0.207
H -6.3347 1.0562 -1.8259 -0.360 -0.333 0.153
H -2.7148 1.9829 -1.2550 0.254 -0.373 0.155
```
Positions in Å, forces in eV/Å.

***

# 2
C29H18BrHfN5O8 | ωB97M-V/def2-TZVPD

As for the energy relative to the best compared isomer or geometry (same formula, charge and spin): 6.76 kcal/mol. The calculation puts the gap between HOMO and LUMO at 6.53 eV. The calculation puts the LUMO energy at -1.65 eV. For the highest occupied orbital energy, the calculation gives -8.2 eV.

XYZ file:
```
62
Properties=species:S:1:pos:R:3:forces:R:3
Hf -0.3133 -0.8199 2.3136 0.748 -0.523 0.227
O 5.4987 0.8396 3.3041 0.051 -0.402 -0.433
C 5.5829 -0.3015 3.8416 0.040 1.267 0.656
O 6.2561 -0.6436 4.8083 -0.095 -0.806 -0.319
C 4.4054 -1.1327 3.2985 0.554 0.680 1.817
C 4.0669 -1.0378 1.9808 0.215 -0.136 0.072
C 2.7838 -1.2850 1.6688 -0.867 -0.912 -1.448
N 1.7995 -1.5863 2.5158 0.869 0.254 0.512
C 2.1744 -1.7648 3.8065 -1.269 0.337 -0.111
C 3.4477 -1.5566 4.2437 0.969 -0.523 -0.228
C 0.9835 -1.9561 4.7160 -0.275 0.402 0.730
O 1.1123 -2.1949 5.8814 -0.045 -0.265 -0.030
O -0.2077 -1.6842 4.1350 0.794 0.020 -0.072
H 4.7179 -0.6267 1.2406 0.491 -0.023 -0.226
H 2.5180 -1.3193 0.6392 -0.424 0.396 -0.809
H 3.7591 -1.6965 5.2772 -0.277 0.154 -0.174
C -5.1577 1.9478 -5.7840 -0.892 -0.069 0.778
O -4.7384 1.0581 -4.7531 -1.168 0.206 0.040
C -3.5908 0.3949 -4.8560 0.502 -0.522 0.220
C -2.6853 0.5906 -5.9075 -1.603 1.223 -0.470
C -1.5015 -0.0726 -5.8567 0.819 0.184 -0.985
C -1.1544 -0.9081 -4.8283 2.019 -1.328 1.000
C -2.0209 -1.1267 -3.7651 -2.584 0.839 -0.969
C -3.3141 -0.5199 -3.8180 1.391 0.142 0.463
N 0.2256 -1.4943 -5.0284 -0.680 0.990 -0.351
N 0.9741 -1.9247 -4.1389 -0.622 -0.085 -1.344
C 0.4974 -2.0202 -2.8343 0.993 2.319 1.270
C 0.1461 -3.2056 -2.3150 0.308 -0.559 -1.698
C -0.3783 -3.2985 -1.0478 0.211 -0.195 1.802
C -0.3639 -2.2188 -0.1768 -0.194 -0.878 -0.674
O -0.7788 -2.2911 1.0930 -0.028 -0.152 -0.540
C 0.1580 -0.9874 -0.6587 -0.141 1.035 0.394
N 0.1897 0.0771 0.2276 0.415 0.544 -0.033
C 0.6783 1.2918 -0.1486 -1.079 -2.829 1.580
C 1.1951 1.4082 -1.3973 1.004 2.369 -1.109
C 1.0903 0.4162 -2.3214 0.512 -0.703 0.046
C 0.5978 -0.8479 -1.9858 -0.760 -0.849 -0.098
H -6.1947 2.2301 -5.5344 0.624 0.162 0.268
H -5.2816 1.4594 -6.7360 0.573 -0.278 -0.534
H -4.5005 2.8116 -5.7973 -0.026 0.163 -0.325
H -2.9657 1.2965 -6.7487 0.635 -1.057 1.154
H -0.7848 0.0871 -6.6423 0.238 -0.139 -0.214
H -1.8431 -1.8275 -2.9943 0.221 -0.369 0.626
H -4.0293 -0.6281 -2.9720 0.576 -0.002 -0.905
H 0.2804 -4.0412 -3.0146 -0.414 0.008 0.649
H -0.6342 -4.2874 -0.7056 -0.373 0.021 0.377
H 0.6735 2.0811 0.5948 0.055 -0.143 -0.099
H 1.7182 2.3598 -1.6302 -0.563 -0.771 -0.119
H 1.5287 0.5745 -3.2693 0.228 0.094 -1.046
Br 2.7555 1.8526 2.8364 -0.297 -0.476 0.196
C 1.0447 2.1425 3.5771 0.653 1.106 0.647
C 1.0042 3.1509 4.5545 0.276 0.075 -0.339
C -0.2450 3.5805 4.9561 1.727 -0.246 1.158
C -1.3710 2.9434 4.5065 -0.753 0.207 -0.093
C -1.2407 1.8897 3.6295 -0.310 0.635 0.809
N -0.0452 1.4969 3.1930 0.954 -0.872 -0.920
C -2.3888 1.0366 3.2132 -1.116 -1.865 -0.899
O -3.5136 1.0642 3.6186 0.210 1.144 0.520
O -2.0298 0.0715 2.3368 -0.968 1.440 0.672
H 1.9300 3.5951 4.9827 -0.810 -0.474 -0.625
H -0.2069 4.2789 5.7852 -0.698 0.298 -0.295
H -2.3137 3.2784 4.8903 -0.543 -0.264 -0.150
```
Positions in Å, forces in eV/Å.

***

# 3
C29H19AuF5N3O2Se | ωB97M-V/def2-TZVPD

As for the energy relative to the best compared isomer or geometry (same formula, charge and spin): 22.83 kcal/mol. Its total charge is +2. The calculation puts the gap between HOMO and LUMO at 4.37 eV. The calculation puts the LUMO energy at -9.44 eV. For the highest occupied orbital energy, the calculation gives -13.8 eV.

XYZ file:
```
60
Properties=species:S:1:pos:R:3:forces:R:3
Au 0.4209 0.0387 -0.0181 0.612 0.100 0.155
C 0.4864 -1.9684 -4.1002 0.757 -0.175 -0.215
O -0.8599 -1.8212 -3.6259 -0.867 -0.058 -0.276
C -0.8144 -1.1622 -2.4965 0.975 0.324 0.282
N 0.3475 -0.7571 -2.1026 -0.117 -0.027 0.393
C 1.3247 -1.0859 -3.1320 -0.025 0.004 -0.424
C 2.5639 -1.7729 -2.6146 0.068 -0.159 0.073
C 2.6135 -2.2212 -1.3024 -0.419 0.184 0.293
C 3.7569 -2.8321 -0.8504 -0.163 0.427 -0.708
C 4.8586 -3.0543 -1.6373 0.316 -0.153 0.405
C 4.7943 -2.6181 -2.9585 -0.030 -0.096 0.054
C 3.6638 -1.9825 -3.4402 -0.063 0.019 0.076
C -2.0372 -0.8699 -1.7274 -1.040 0.137 0.421
C -3.3625 -1.1238 -2.0825 0.287 0.044 0.040
C -4.3530 -0.7139 -1.1911 0.042 0.004 0.035
C -4.0356 -0.0827 0.0088 0.301 0.059 0.044
C -2.6841 0.1256 0.2776 -0.622 -0.410 -0.837
N -1.7661 -0.2665 -0.5850 -0.701 -0.082 -0.241
C -2.0918 0.7362 1.4750 1.133 -0.007 0.315
N -0.8192 0.7050 1.6887 -0.081 -0.169 -0.442
C -0.5543 1.2897 2.9904 -0.082 0.002 0.565
C -1.9556 1.8426 3.3856 0.629 0.431 0.572
O -2.8349 1.3061 2.3871 -0.892 -0.237 -0.295
C 0.5549 2.3084 3.0238 0.167 0.214 0.134
C 1.3397 2.6031 1.9151 -0.377 -0.304 0.041
C 2.3635 3.5246 2.0079 0.291 0.310 0.425
C 2.6206 4.1608 3.2208 -0.103 -0.224 -0.281
C 1.8404 3.8708 4.3335 0.203 0.115 -0.098
C 0.8172 2.9508 4.2390 -0.165 -0.292 -0.483
H 0.5306 -1.6506 -5.1427 -0.075 -0.010 0.171
H 0.7576 -3.0270 -4.0284 -0.102 0.162 -0.018
H 1.6265 -0.1426 -3.6074 -0.020 -0.192 -0.014
H 1.7573 -2.0790 -0.6586 0.132 -0.089 -0.019
H 3.7630 -3.1210 0.2661 -0.097 -0.243 0.488
H 5.7368 -3.5524 -1.2563 0.138 0.007 -0.029
H 5.6467 -2.7752 -3.6010 0.059 -0.047 -0.060
H 3.6390 -1.6534 -4.4689 0.040 0.099 -0.094
H -3.6136 -1.6104 -3.0133 -0.016 -0.024 -0.038
H -5.3900 -0.8886 -1.4327 -0.076 -0.032 -0.048
H -4.7946 0.2321 0.7099 -0.075 0.003 -0.026
H -0.2550 0.4677 3.6589 -0.181 0.101 -0.054
H -2.0009 2.9349 3.3291 0.004 -0.187 -0.031
H -2.3033 1.5137 4.3644 0.010 -0.001 -0.137
H 1.1484 2.0978 0.9689 0.064 0.247 0.074
H 2.9684 3.7492 1.1437 0.062 0.043 -0.101
H 3.4299 4.8693 3.2945 0.055 0.111 0.012
H 2.0387 4.3601 5.2739 0.015 0.064 0.098
H 0.2149 2.7184 5.1040 -0.080 -0.010 0.188
F 5.5411 -2.2124 4.5352 0.097 0.005 -0.190
C 4.4869 -2.0434 3.7447 0.793 0.320 0.218
C 4.6748 -2.1206 2.2615 -0.804 2.589 0.196
F 4.8353 -1.0260 1.5263 0.679 -1.634 0.729
C 3.8484 -3.2271 1.7725 0.777 -1.583 1.334
F 4.3624 -4.4546 1.8586 -0.529 0.951 -1.099
C 2.6120 -2.9477 2.4916 -1.639 0.254 0.217
Se 1.0053 -2.4200 1.9379 0.676 -0.495 0.047
C 3.0807 -2.7132 3.9325 -0.428 -0.656 -0.467
F 2.7207 -3.6161 4.8350 0.312 0.153 -0.101
C 3.2946 -1.2951 4.1727 -0.420 0.675 -2.647
F 2.6704 -0.3422 3.4629 0.597 -0.561 1.379
```
Positions in Å, forces in eV/Å.